{
  "formula": "C4H8N",
  "method": "ωB97M-V/def2-TZVPD",
  "charge": 1,
  "smiles": "C=[NH+]/C=C/C",
  "multiplicity": 1,
  "elements": ["C", "C", "C", "N", "C", "H", "H", "H", "H", "H", "H", "H", "H"],
  "coordinates": [[-0.100, 0.907, 2.105], [-0.334, -0.061, 0.984], [0.114, 0.140, -0.240], [-0.139, -0.774, -1.297], [0.426, -0.762, -2.435], [0.940, 1.235, 2.153], [-0.739, 1.784, 2.027], [-0.379, 0.442, 3.043], [-0.858, -0.966, 1.281], [0.599, 1.053, -0.564], [-0.724, -1.581, -1.086], [0.150, -1.480, -3.196], [1.045, 0.063, -2.774]],
  "forces_ev_per_angstrom": [[-0.0698, -0.1381, 0.0915], [0.0095, 0.0502, 0.8883], [-0.2758, 0.4794, -0.6082], [0.6067, -0.5178, 0.4127], [-0.5198, 0.5503, -1.1770], [-0.0939, 0.0023, -0.0210], [-0.0326, 0.1378, -0.2532], [0.1870, -0.0800, 0.1659], [-0.0527, -0.0556, -0.4228], [0.1461, -0.1677, 0.0668], [-0.1248, 0.1106, 0.1027], [0.0424, -0.3525, 0.2483], [0.1777, -0.0189, 0.5060]],
  "mulliken_charge": [-1.153, -0.175, 0.062, -0.033, -0.089, 0.337, 0.313, 0.356, 0.273, 0.285, 0.318, 0.265, 0.241]
}

{
  "formula": "C4H9NO",
  "method": "ωB97M-V/def2-TZVPD",
  "smiles": "C/N=C(\\C)OC",
  "multiplicity": 1,
  "elements": ["C", "O", "C", "N", "C", "C", "H", "H", "H", "H", "H", "H", "H", "H", "H"],
  "coordinates": [[1.680, -1.545, -0.377], [0.292, -1.365, -0.540], [-0.273, -0.163, -0.190], [0.394, 0.903, -0.261], [-0.155, 2.205, 0.063], [-1.596, -0.595, 0.380], [2.177, -1.489, -1.346], [1.819, -2.543, 0.056], [2.077, -0.780, 0.294], [-1.148, 2.381, -0.373], [-0.223, 2.372, 1.147], [0.523, 2.968, -0.335], [-2.080, 0.100, 1.075], [-2.309, -0.918, -0.382], [-1.180, -1.532, 0.789]],
  "forces_ev_per_angstrom": [[0.3802, 0.0336, -0.0748], [0.1289, 0.1381, -0.2087], [0.3882, 0.0588, -0.0866], [-0.1967, -0.4165, -0.1090], [-0.1148, 0.1049, 0.0511], [0.0778, -0.0972, -0.0085], [0.1590, 0.0465, 0.0818], [0.0368, 0.2043, -0.1464], [0.0937, -0.0860, -0.1388], [0.1025, -0.0946, 0.0806], [0.0075, -0.1230, -0.1293], [-0.1887, -0.1540, 0.0887], [0.3033, -0.2639, -0.1166], [0.1170, 0.2539, -0.0828], [-1.2948, 0.3951, 0.7994]],
  "mulliken_charge": [-0.645, -0.399, 0.798, -0.534, -0.856, -0.929, 0.228, 0.219, 0.350, 0.303, 0.291, 0.274, 0.328, 0.260, 0.311]
}

{
  "formula": "C41H29AsBBrF7InN2O2S",
  "method": "ωB97M-V/def2-TZVPD",
  "multiplicity": 1,
  "elements": ["In", "C", "O", "C", "C", "C", "Br", "C", "C", "C", "O", "C", "N", "C", "C", "C", "C", "C", "C", "N", "H", "H", "H", "H", "H", "H", "H", "H", "H", "H", "H", "S", "C", "C", "C", "C", "C", "C", "As", "C", "C", "C", "C", "C", "C", "C", "C", "C", "C", "C", "C", "H", "H", "H", "H", "H", "H", "H", "H", "H", "H", "H", "H", "H", "H", "F", "B", "F", "F", "F", "F", "C", "F", "F", "C", "C", "C", "C", "C", "C", "C", "C", "H", "H", "H", "H"],
  "coordinates": [[1.460, 0.655, -0.993], [4.552, 0.408, 0.768], [3.435, 1.294, 0.742], [3.117, 1.981, 1.869], [3.899, 2.082, 3.004], [3.441, 2.849, 4.076], [4.520, 2.980, 5.623], [2.236, 3.503, 4.029], [1.434, 3.395, 2.886], [1.873, 2.625, 1.809], [1.146, 2.433, 0.690], [0.141, 4.076, 2.788], [-0.617, 4.025, 1.717], [-1.735, 4.791, 2.004], [-2.852, 5.072, 1.223], [-3.826, 5.877, 1.776], [-3.699, 6.394, 3.075], [-2.596, 6.121, 3.860], [-1.621, 5.310, 3.294], [-0.410, 4.837, 3.773], [4.434, -0.314, 1.580], [5.478, 0.975, 0.884], [4.550, -0.106, -0.190], [4.853, 1.587, 3.070], [1.921, 4.093, 4.877], [0.282, 2.965, 0.777], [-2.940, 4.671, 0.224], [-4.707, 6.118, 1.199], [-4.484, 7.022, 3.472], [-2.502, 6.521, 4.858], [-0.006, 5.026, 4.673], [-0.100, 2.183, -1.976], [-0.623, 1.531, -3.547], [-1.054, 2.479, -4.476], [-1.555, 2.088, -5.705], [-1.625, 0.741, -6.036], [-1.184, -0.205, -5.126], [-0.695, 0.177, -3.882], [0.026, -1.120, -2.647], [0.332, -2.655, -3.767], [1.515, -2.696, -4.499], [1.761, -3.766, -5.347], [0.836, -4.795, -5.456], [-0.338, -4.756, -4.720], [-0.595, -3.685, -3.874], [-1.499, -1.624, -1.562], [-2.655, -0.856, -1.526], [-3.670, -1.176, -0.634], [-3.534, -2.257, 0.224], [-2.376, -3.025, 0.192], [-1.361, -2.704, -0.694], [-0.982, 3.528, -4.227], [-1.882, 2.839, -6.410], [-2.010, 0.430, -6.997], [-1.217, -1.257, -5.392], [2.236, -1.894, -4.415], [2.678, -3.796, -5.918], [1.032, -5.630, -6.114], [-1.059, -5.557, -4.804], [-1.517, -3.654, -3.305], [-2.767, -0.005, -2.190], [-4.570, -0.576, -0.608], [-4.324, -2.501, 0.919], [-2.257, -3.863, 0.865], [-0.450, -3.295, -0.696], [2.606, 0.390, -3.792], [3.598, 0.312, -2.837], [3.342, -0.813, -2.008], [4.851, 0.337, -3.321], [3.362, 1.413, -1.891], [-1.891, -6.324, 4.278], [-1.082, -5.487, 4.953], [-0.115, -6.250, 5.486], [-1.804, -5.002, 5.974], [-0.530, -4.406, 4.064], [0.478, -4.724, 3.162], [0.967, -3.756, 2.305], [0.451, -2.459, 2.341], [-0.557, -2.150, 3.253], [-1.045, -3.119, 4.112], [0.914, -1.470, 1.412], [1.315, -0.665, 0.603], [0.880, -5.727, 3.132], [1.749, -3.993, 1.597], [-0.960, -1.147, 3.271], [-1.828, -2.876, 4.816]],
  "forces_ev_per_angstrom": [[0.0701, -0.1617, 0.0385], [0.0650, 0.0313, 0.1220], [0.0170, 0.2424, 0.2084], [0.0678, -0.1388, -0.0956], [-0.1152, 0.0348, -0.0856], [0.0233, -0.0680, -0.1119], [0.0148, 0.0116, 0.0345], [0.0200, -0.0160, -0.0183], [-0.0708, 0.0124, -0.0937], [-0.0481, -0.0284, 0.2294], [-0.3959, 0.4870, 0.0355], [0.1670, -0.0996, -0.1067], [0.1057, -0.1499, 0.0231], [0.0283, -0.0917, -0.1323], [-0.0184, 0.0203, 0.0289], [0.0321, 0.0110, 0.0523], [-0.0205, 0.0016, -0.0269], [-0.0214, -0.0314, -0.1043], [0.0539, 0.0553, 0.1766], [-0.0535, 0.0299, 0.0039], [0.0379, 0.0189, -0.0380], [-0.0064, -0.0497, 0.0056], [0.0381, 0.0324, 0.1237], [0.0986, -0.0739, -0.0217], [-0.0017, 0.0071, 0.0114], [0.3019, -0.0947, -0.0275], [0.0021, -0.0228, -0.0465], [-0.0471, 0.0172, -0.0211], [-0.0290, 0.0173, 0.0055], [0.0122, 0.0308, 0.0850], [-0.0316, -0.0038, -0.0282], [-0.1845, 0.1831, -0.1688], [0.0212, 0.0675, 0.0563], [0.0074, -0.0138, -0.0123], [0.0052, -0.0607, 0.0149], [0.0092, 0.0271, 0.0285], [-0.0306, -0.0801, -0.0928], [0.0490, -0.0906, 0.0911], [-0.1005, 0.2326, 0.0489], [0.0692, -0.0344, -0.0111], [-0.0396, -0.0787, -0.0163], [-0.0439, 0.0059, 0.0325], [0.0376, 0.0120, -0.0037], [-0.0482, 0.0190, 0.0408], [-0.0456, -0.0341, -0.0234], [0.0595, 0.0174, -0.0521], [-0.0218, 0.0394, -0.0496], [-0.0160, 0.0099, 0.0127], [0.0799, -0.0094, -0.0374], [-0.0558, 0.0182, -0.0030], [0.0768, -0.0357, 0.0238], [-0.0037, 0.0376, 0.0147], [-0.0139, 0.0281, -0.0290], [-0.0109, -0.0037, -0.0337], [0.0076, 0.0733, 0.0437], [0.0263, 0.0435, 0.0196], [0.0481, -0.0032, -0.0338], [0.0091, -0.0369, -0.0301], [-0.0209, -0.0280, -0.0068], [0.0487, -0.0027, -0.0297], [0.0197, -0.0390, 0.0247], [-0.0233, 0.0182, -0.0030], [-0.0554, -0.0150, 0.0422], [0.0023, -0.0342, 0.0302], [-0.0217, 0.0289, -0.0193], [-0.1846, 0.0600, -0.2996], [-0.0397, -0.1236, 0.0218], [-0.0657, -0.2932, 0.0990], [0.4265, 0.0827, -0.0696], [-0.2139, 0.2262, -0.0447], [-0.0977, -0.0566, -0.1771], [0.0099, 0.0211, 0.0093], [0.1918, -0.0228, 0.0105], [-0.0440, 0.1581, 0.0582], [-0.0249, -0.0556, 0.0487], [-0.0263, -0.0044, 0.0310], [0.0072, 0.0250, -0.0066], [-0.0539, 0.0301, -0.0571], [-0.0027, -0.0037, 0.0102], [0.0083, -0.0226, -0.0142], [0.1486, -0.0793, 0.1300], [-0.1432, -0.1981, 0.1174], [0.0092, -0.0455, 0.0061], [0.0087, -0.0155, -0.0097], [-0.0170, 0.0211, 0.0073], [-0.0334, 0.0041, 0.0349]],
  "mulliken_charge": [2.267, -0.923, 0.101, 0.308, -0.580, -0.743, -0.217, -0.585, 0.977, -0.080, -0.475, -0.063, -0.244, 0.136, -0.852, -0.539, -0.421, -1.039, 0.697, -0.046, 0.391, 0.306, 0.131, 0.560, 0.500, 0.781, 0.508, 0.399, 0.382, 0.393, 0.207, -0.579, 1.140, -0.908, -0.637, -0.797, -0.531, -0.013, 0.756, -0.136, -0.177, -0.757, -0.466, -0.730, -0.073, 0.057, -0.544, -0.806, -0.541, -0.746, -0.048, 0.478, 0.378, 0.398, 0.417, 0.359, 0.418, 0.374, 0.410, 0.384, 0.392, 0.428, 0.420, 0.445, 0.642, -0.321, 0.525, -0.425, -0.258, -0.474, -0.260, 0.869, -0.263, -0.278, 0.325, -0.938, -0.335, 0.815, -0.408, -0.861, 0.247, -1.570, 0.419, 0.569, 0.529, 0.449]
}

Summary of orbital gap in eV
9.32; 10.57; 8.17
(order as listed above)
Summary of E_LUMO in eV
-5.39; 1.04; -0.10
(order as listed above)
Summary of energy above the lowest of the compared OMol25 structures with the same formula, charge and spin in kcal/mol
2.1; 45.3; 0.0
(order as listed above)